Record 1
{"formula": "CH6NOS", "method": "the ωB97M-V functional and the def2-TZVPD basis", "species": ["N", "C", "O", "S", "H", "H", "H", "H", "H", "H"], "coordinates": [[-0.84779, -1.14726, -0.03847], [-0.17911, 0.17489, -0.04445], [1.02460, 0.18526, 0.64083], [1.79296, 1.65006, 0.76627], [-1.41660, -1.16078, 0.80438], [-1.45641, -1.20159, -0.88035], [-0.03909, -1.73400, 0.12598], [-0.72518, 0.96780, 0.31573], [0.03420, 0.51429, -1.15218], [1.81242, 1.75135, -0.53775]], "homo_ha": -0.500, "smiles": "[NH3+]COS", "lumo_energy_ev": -4.182, "charge": 1, "orbital_gap_ha": 0.346, "fmax_ev_per_a": 4.95}

Record 2
{"formula": "CH3N5O", "method": "the ωB97M-V functional and the def2-TZVPD basis", "species": ["N", "C", "N", "N", "N", "N", "O", "H", "H", "H"], "coordinates": [[-1.45438, 0.46288, -0.37785], [-0.28494, 0.16716, 0.00075], [0.35312, -0.33373, 1.36217], [1.56165, -0.51429, 1.14198], [1.90339, -0.56273, -0.07126], [1.02245, -0.10781, -0.84353], [0.99000, 0.05322, -1.98749], [-2.42946, 0.33799, -0.11067], [-1.34790, 0.94712, -1.23490], [-0.31391, -0.44981, 2.12079]], "homo_ha": [-0.825, -0.825], "smiles": "[NH2+]=C1NN=N[N+]1=O", "lumo_energy_ev": [-14.460, -14.462], "charge": 2, "orbital_gap_ha": [0.294, 0.294], "fmax_ev_per_a": 7.25}

Record 3
{"formula": "C3H7N2", "method": "the ωB97M-V functional and the def2-TZVPD basis", "species": ["C", "C", "C", "N", "N", "H", "H", "H", "H", "H", "H", "H"], "coordinates": [[-0.14136, 1.20895, 0.32643], [0.69555, -0.01809, -0.89568], [-0.72681, -1.15848, 0.93758], [-0.15477, -0.11207, 0.30836], [0.59259, 1.35553, -0.76743], [-0.66486, 1.98321, 0.84310], [1.74865, -0.55359, -0.79377], [0.04127, -0.36638, -2.03934], [-1.09362, -1.74706, 0.17119], [0.03870, -1.80087, 1.51837], [-1.50080, -0.90567, 1.54974], [1.16547, 2.11452, -1.15856]], "homo_ha": -0.556, "lumo_energy_ev": -4.182, "charge": 1, "orbital_gap_ha": 0.403, "fmax_ev_per_a": 6.18}

Record 4
{"formula": "C5H6O4Pb", "method": "the ωB97M-V functional and the def2-TZVPD basis", "species": ["O", "C", "C", "O", "Pb", "H", "H", "C", "C", "O", "C", "O", "H", "H", "H", "H"], "coordinates": [[-1.38832, 0.67592, -1.71534], [-1.80783, -0.48274, -1.62089], [-2.48180, -0.84208, -0.30731], [-2.61974, 0.05493, 0.51223], [-1.99449, 2.05721, 0.01098], [-1.39750, -1.27877, -2.25852], [-2.70526, -1.89357, -0.07601], [1.96378, -1.49199, 1.22310], [1.88902, -0.21158, 0.89923], [0.62606, 0.30912, 0.57489], [0.41386, 1.47104, 0.05288], [1.46756, 2.19194, -0.10954], [1.10297, -2.15583, 1.13881], [2.73010, 0.45611, 0.73102], [2.94480, -1.93359, 1.39143], [1.25680, 3.07388, -0.44696]], "homo_ha": -0.634, "lumo_energy_ev": -11.010, "charge": 2, "orbital_gap_ha": 0.230, "fmax_ev_per_a": 3.15}

Record 5
{"formula": "C4H11F3N2P2", "method": "the ωB97M-V functional and the def2-TZVPD basis", "species": ["C", "C", "C", "C", "N", "N", "F", "F", "F", "P", "P", "H", "H", "H", "H", "H", "H", "H", "H", "H", "H", "H"], "coordinates": [[-1.39780, 0.65935, 2.09302], [-1.45313, 1.68555, -1.11858], [-1.84217, -0.60107, -1.98683], [3.68608, -0.94165, 0.60960], [1.01201, -1.93917, 0.31359], [-1.72328, 0.32920, -0.87980], [-2.09031, -1.53159, 0.76721], [1.69481, 0.06013, 2.21209], [1.63633, 0.70483, 0.01697], [-1.15446, -0.28477, 0.65413], [1.85145, -0.76799, 0.81584], [-1.62299, 0.00188, 2.90189], [-0.81605, 1.55483, 2.32452], [-2.35130, 2.35707, -0.80353], [-0.50116, 2.07326, -0.69844], [-1.49329, 1.82984, -2.28913], [-2.90099, -0.84624, -2.23847], [-1.30987, -0.19189, -2.79104], [-1.29001, -1.46513, -1.80574], [3.96407, -1.48659, -0.20114], [4.02272, 0.17462, 0.55659], [4.07935, -1.37447, 1.54726]], "homo_ha": [-0.308, -0.306], "lumo_energy_ev": [-1.128, -1.188], "orbital_gap_ha": [0.266, 0.263], "fmax_ev_per_a": 5.43}

Record 6
{"formula": "C2HNOS2", "method": "the ωB97M-V functional and the def2-TZVPD basis", "species": ["C", "C", "N", "O", "S", "S", "H"], "coordinates": [[0.38212, 0.71680, 1.11361], [-0.23407, -0.13718, -1.17507], [-0.17737, 0.34854, -0.09707], [-0.26873, -0.70173, -2.21981], [-1.32814, -2.91041, -0.53671], [1.95574, 1.42142, 1.19646], [-0.32957, 1.26257, 1.71859]], "homo_ha": [0.005, 0.043], "lumo_energy_ev": [5.882, 5.940], "charge": -2, "orbital_gap_ha": [0.211, 0.176], "fmax_ev_per_a": 1.23}

For each record above, in turn, the calculated energy relative to the best compared isomer or geometry (same formula, charge and spin) values are 39.1 75.6 53.0 3.5 94.8 62.0 kcal/mol.
For each record above, in turn, the calculated E_tot values are -569.5486 -387.8886 -227.6698 -687.1774 -1250.7642 -1003.0720 a.u..